The following is a quantum chemistry calculation of the ion C5H10NS with charge +1, from OMol25.

Geometry as XYZ:
```
17
C5H10NS, DFT ωB97M-V with the def2-TZVPD basis set
S -0.654 2.083 0.698
N -0.497 -0.400 -0.728
C -1.788 -0.793 0.038
C 0.572 0.094 1.493
C -0.007 1.173 2.054
C 1.663 0.934 -0.905
C 0.383 0.586 0.042
H -0.891 -0.125 -1.655
H -1.409 -1.123 1.041
H 1.184 1.479 -1.784
H -0.070 1.375 3.138
H 2.187 0.159 -1.321
H -2.589 0.069 -0.073
H 2.303 1.459 -0.155
H 1.074 -0.825 1.619
H 0.164 -1.108 -0.940
H -2.159 -1.516 -0.589
```

net charge: +1
LUMO: -3.6 eV
E: -17663.0277 eV
relative energy (zero: lowest compared OMol25 entry of this formula, charge and spin): 3.2947 eV
structure (SMILES): C[NH2+][C@]1(C)C=CS1
strongest force on any atom: 0.1008 Eh/bohr
Kohn-Sham gap: 0.343 Eh

Atom charges from the Mulliken analysis, given in e for atoms 1 to 6: atom 1 (S): -0.123, atom 2 (N): -0.257, atom 3 (C): -0.922, atom 4 (C): -1.216, atom 5 (C): -0.141, atom 6 (C): -1.152

***

The following is a quantum chemistry calculation of a cluster of 4 separate species, C28H55BrN3S in total, from OMol25.

Geometry as XYZ:
```
88
C28H55BrN3S, DFT ωB97M-V with the def2-TZVPD basis set
Br -2.806 1.038 -0.683
S -0.846 2.088 1.635
N -7.796 -4.572 -4.183
N -2.489 -4.122 1.741
N 5.048 5.033 -1.286
C -5.793 -1.930 -5.178
C 2.008 6.241 -0.288
C 1.566 1.780 3.011
C 4.470 1.573 2.446
C -6.446 -2.357 -3.858
C -0.216 0.773 0.578
C 2.175 -2.224 0.269
C 4.226 5.838 -1.253
C 2.575 -0.005 -0.900
C -7.206 -3.597 -4.025
C 3.090 -0.999 0.142
C -4.256 -5.950 1.134
C -4.604 -5.912 -0.359
C 3.134 6.808 -1.158
C 3.898 2.813 3.128
C 3.503 1.170 -1.173
C -3.267 -4.929 1.481
C 0.074 2.085 3.204
C 1.993 -2.760 1.688
C -1.323 -0.067 -0.085
C 3.652 2.124 0.019
C -1.800 -1.215 0.794
C 1.573 -1.705 2.706
C 1.434 4.952 -0.864
C -5.211 -4.584 -0.796
C 2.405 3.052 2.917
C 4.815 1.776 0.981
C -4.814 -2.967 -5.716
H 2.200 4.177 -0.931
H -7.123 -1.583 -3.496
H -2.600 -0.889 1.454
H 4.435 3.672 2.726
H -3.847 -6.922 1.409
H -5.147 -5.780 1.740
H -0.406 1.391 3.885
H 2.607 -3.026 -0.327
H 1.215 -3.523 1.655
H 1.219 6.988 -0.190
H 3.152 -0.473 1.097
H -0.880 -0.465 -0.992
H -5.685 -2.521 -3.092
H 2.904 -3.247 2.031
H -6.118 -4.360 -0.231
H 2.058 3.728 3.699
H 2.686 2.178 0.530
H 5.399 1.322 2.958
H 1.592 0.360 -0.572
H 0.353 1.287 -0.192
H 1.026 5.114 -1.863
H 3.828 0.699 2.581
H 0.421 0.094 1.132
H 3.527 7.732 -0.734
H -4.508 -3.759 -0.654
H 0.630 4.573 -0.229
H -0.031 3.100 3.571
H 4.106 2.759 4.195
H 2.389 -0.561 -1.822
H 1.147 -2.146 3.603
H -2.059 1.640 1.991
H 4.479 0.781 -1.460
H -3.707 -6.117 -0.945
H 0.848 -1.008 2.279
H 2.774 7.029 -2.164
H 2.397 6.054 0.715
H -4.350 -2.614 -6.637
H 5.316 0.889 0.598
H -0.984 -1.611 1.394
H -5.309 -6.717 -0.566
H -5.317 -3.908 -5.941
H -5.272 -0.985 -5.015
H 3.847 3.111 -0.397
H 2.247 3.566 1.967
H 1.888 1.215 3.885
H -4.019 -3.169 -4.995
H 1.739 1.118 2.166
H -5.473 -4.616 -1.853
H 2.429 -1.111 3.027
H 1.202 -1.971 -0.152
H 4.111 -1.278 -0.114
H -6.571 -1.742 -5.919
H 3.089 1.734 -2.008
H -2.167 -2.046 0.203
H 5.546 2.583 0.928
```

net charge: +1
LUMO: -2.9 eV
E: -115268.9025 eV
strongest force on any atom: 0.0207 Eh/bohr
Kohn-Sham gap: 0.371 Eh

Atom charges from the Mulliken analysis, given in e for atoms 1 to 6: atom 1 (Br): -0.050, atom 2 (S): 0.172, atom 3 (N): -0.450, atom 4 (N): -0.443, atom 5 (N): -0.423, atom 6 (C): -0.450

***

The following is a quantum chemistry calculation of a structure of composition C4H5ClCuN, from OMol25.

Geometry as XYZ:
```
12
C4H5ClCuN, DFT ωB97M-V with the def2-TZVPD basis set
Cu 23.813 -17.084 13.698
Cl 24.162 -19.219 14.944
N 25.594 -23.328 13.869
C 23.952 -24.478 12.950
C 23.685 -23.110 12.657
C 24.765 -22.448 13.275
C 25.140 -24.640 13.659
H 22.785 -22.746 12.184
H 25.782 -25.406 14.068
H 25.011 -21.397 13.312
H 26.442 -23.086 14.361
H 23.334 -25.324 12.689
```

net charge: +1
spin multiplicity: 2
⟨S²⟩: 0.763
LUMO (spin up / spin down): -4.3 / -7.4 eV
E: -62872.3931 eV
relative energy (zero: lowest compared OMol25 entry of this formula, charge and spin): 0.3320 eV
strongest force on any atom: 0.0684 Eh/bohr
Kohn-Sham gap (spin up / spin down): 0.303 / 0.189 Eh

Atom charges from the Mulliken analysis, given in e for atoms 1 to 6: atom 1 (Cu): 0.598, atom 2 (Cl): -0.545, atom 3 (N): 0.000, atom 4 (C): -0.286, atom 5 (C): -0.334, atom 6 (C): -0.224

***

The following is a quantum chemistry calculation of a structure of composition C18H20IO6Pt, from OMol25.

Geometry as XYZ:
```
46
C18H20IO6Pt, DFT ωB97M-V with the def2-TZVPD basis set
Pt 0.481 0.031 -0.691
I 0.446 0.210 2.059
O 1.049 -4.086 0.238
O 1.543 2.533 -1.147
O 3.048 -0.431 -0.836
O -1.419 -1.808 -0.951
O 2.861 3.513 0.493
O 1.115 -2.056 -0.794
C -1.552 -3.296 1.004
C 2.191 3.037 -0.323
C -1.763 1.615 0.500
C 0.566 -3.098 -0.279
C -1.624 1.517 -1.908
C -1.112 1.189 -0.691
C -2.812 2.274 -2.014
C -1.034 -3.069 -0.400
C -3.456 2.700 -0.892
C -3.624 2.815 1.567
C -1.981 1.721 2.935
C -2.955 2.388 0.394
C -1.318 -4.202 -1.369
C 4.521 0.045 0.938
C -3.156 2.491 2.806
C 4.044 0.233 -0.436
C -1.333 1.319 1.808
C 4.838 0.886 -1.478
H -0.946 -5.134 -0.954
H -3.208 2.505 -2.994
H -1.125 1.188 -2.814
H -4.523 3.410 1.460
H -3.674 2.819 3.698
H 2.976 -1.325 -0.398
H -1.606 1.454 3.915
H 4.232 1.130 -2.351
H -1.951 -1.316 -0.315
H -2.397 -4.290 -1.538
H 5.238 -0.785 0.969
H -0.845 -4.018 -2.335
H 5.607 0.168 -1.788
H 3.702 -0.182 1.619
H -1.141 -2.573 1.712
H -4.367 3.281 -0.970
H 5.045 0.935 1.288
H 5.344 1.776 -1.102
H -1.277 -4.293 1.338
H -2.646 -3.219 1.027
```

net charge: +1
LUMO: -5.3 eV
E: -42614.1696 eV
relative energy (zero: lowest compared OMol25 entry of this formula, charge and spin): 4.1589 eV
strongest force on any atom: 0.0478 Eh/bohr
Kohn-Sham gap: 0.205 Eh

Atom charges from the Mulliken analysis, given in e for atoms 1 to 6: atom 1 (Pt): 1.043, atom 2 (I): -0.056, atom 3 (O): -0.628, atom 4 (O): -0.422, atom 5 (O): -0.294, atom 6 (O): -0.500